# 1
C27H29InN5O2S | ωB97M-V/def2-TZVPD

- max |F| (eV/Å) = 2.422
- frontier orbital gap (eV) = 8.16
- energy above the lowest of the compared OMol25 structures with the same formula, charge and spin (kJ/mol) = 66.6

```
! RIJCOSX wB97M-V def2-TZVPD def2/J DEFGRID3
* xyz 1 1
In 0.8265 0.1886 0.2220
C 1.9279 -5.6663 1.0115
C 2.1065 -4.5522 2.0727
N 2.7416 -3.4072 1.3373
C 2.2333 -2.1718 1.4437
S 2.9674 -1.0316 0.2758
N 1.3555 -1.8745 2.4097
N 1.0663 -0.5446 2.2853
C 1.0885 0.2781 3.2567
C 1.4444 -0.1118 4.6900
C 0.7053 1.7073 2.9356
C 0.3520 2.5837 3.9746
C 0.0265 3.9363 3.5868
C 0.0720 4.2650 2.2752
C 0.3851 3.3154 1.3286
N 0.7320 2.0641 1.6246
H 2.0166 -6.6726 1.4728
H 2.6690 -5.5639 0.2123
H 0.9473 -5.6538 0.5134
H 2.8653 -4.8474 2.8089
H 1.1480 -4.2778 2.5779
H 3.5383 -3.5637 0.7370
H 0.5556 -0.6916 5.0632
H 1.6464 0.7295 5.3090
H 2.2630 -0.8302 4.6467
H 0.3767 2.3231 5.0358
H -0.2593 4.7072 4.3172
H -0.1466 5.2590 1.9205
H 0.4088 3.6270 0.2633
C -2.5698 -1.0198 1.5224
C -1.9655 -1.2834 0.1769
C -2.5484 -0.6876 -0.9063
C -1.9472 -0.8166 -2.1545
C -2.5322 -0.1014 -3.3709
C -0.8205 -1.6069 -2.2764
C -0.2740 -2.3713 -1.2034
C 0.8651 -3.3053 -1.4124
C -0.7945 -2.0757 0.0737
H -3.0205 -0.0067 1.5993
H -1.8355 -1.1681 2.2932
H -3.3767 -1.7383 1.7906
H -3.4153 -0.0853 -0.7780
H -3.2001 -0.8264 -3.8456
H -1.7574 0.0543 -4.1381
H -3.0680 0.7798 -3.0552
H -0.3571 -1.6538 -3.2196
H 1.4923 -2.9089 -2.1982
H 0.4864 -4.2530 -1.8248
H 1.3079 -3.5852 -0.4959
H -0.5141 -2.6858 0.9316
O 1.9658 1.2504 -2.0801
C 0.8410 1.7574 -2.1110
N -0.1363 1.4064 -1.1830
C -1.2192 2.2882 -1.2459
O -2.1583 2.2753 -0.4774
C -1.0265 3.1418 -2.4850
C -1.9228 4.0260 -3.0853
C -1.5441 4.4645 -4.3416
C -0.3231 4.1226 -4.8520
C 0.6259 3.3252 -4.2451
C 0.2323 2.7862 -3.0092
H -2.8328 4.2109 -2.5318
H -2.1600 5.1520 -4.8804
H -0.1209 4.5012 -5.8504
H 1.5641 3.1141 -4.7387
*
```

***

# 2
C4H8O2 | ωB97M-V/def2-TZVPD

- max |F| (eV/Å) = 0.784
- frontier orbital gap (eV) = 9.38
- energy above the lowest of the compared OMol25 structures with the same formula, charge and spin (kJ/mol) = 369.0

```
! RIJCOSX wB97M-V def2-TZVPD def2/J DEFGRID3
* xyz 0 1
O -1.3396 1.4226 -0.2803
C -0.0033 1.4656 -0.2245
C 0.4203 0.6515 0.9935
C 0.9346 -0.7138 0.4673
C 0.1308 -0.9368 -0.8154
O -1.2125 -1.2736 -0.5810
H -1.6167 1.8670 -1.0978
H 0.2391 0.0525 -1.3389
H 1.2022 1.2216 1.5052
H -0.4208 0.5006 1.6813
H 2.0025 -0.6730 0.2216
H 0.7991 -1.5230 1.1985
H 0.5407 -1.6643 -1.5125
H -1.6687 -0.4761 -0.2654
*
```

***

# 3
C36H33BaN5O8S | ωB97M-V/def2-TZVPD

- max |F| (eV/Å) = 0.825
- frontier orbital gap (eV) = 5.03
- energy above the lowest of the compared OMol25 structures with the same formula, charge and spin (kJ/mol) = 0.0

```
! RIJCOSX wB97M-V def2-TZVPD def2/J DEFGRID3
* xyz -2 1
Ba -0.3397 -0.6032 -0.2821
O 3.5125 2.0523 -0.0491
C 2.7150 1.1371 0.2231
O 2.0077 0.5131 -0.6237
C 2.5575 0.8001 1.7172
C 1.2811 1.4166 2.3249
C 1.4485 1.5148 3.8516
C 1.2150 0.0416 4.2796
C 1.0495 -0.6374 2.9161
O 0.2982 0.3720 2.2000
C 2.3990 -0.6851 2.1827
C 2.5389 -1.8107 1.1229
O 3.6959 -2.1724 0.8870
O 1.4647 -2.2950 0.6507
H 3.4276 1.2503 2.1926
H 0.9191 2.3194 1.8398
H 0.7017 2.1817 4.2827
H 2.4379 1.8872 4.1165
H 0.2945 -0.0578 4.8555
H 2.0370 -0.3814 4.8571
H 0.4989 -1.5743 2.9095
H 3.1956 -0.8955 2.8982
O -3.8413 -0.4246 2.5484
S -3.4510 -0.5180 1.1567
O -2.6620 -1.6833 0.7946
N -2.6608 0.7042 0.5937
C -2.9518 2.0248 0.7682
C -4.0888 2.5577 1.3467
C -4.2807 3.9479 1.4306
C -3.3570 4.8356 0.9558
C -2.1683 4.3405 0.3683
C -1.1507 5.1845 -0.1294
C -0.0187 4.6446 -0.6651
C 0.1059 3.2419 -0.7094
N -0.8179 2.4265 -0.2640
C -1.9555 2.9461 0.2722
C -4.9707 -0.6224 0.2293
C -5.0167 -0.1544 -1.0759
C -6.2014 -0.2465 -1.7916
C -7.3246 -0.8164 -1.2100
C -7.2689 -1.2862 0.0966
C -6.0922 -1.1828 0.8245
H -4.8394 1.8910 1.7487
H -5.1932 4.3149 1.8871
H -3.5116 5.9061 1.0223
H -1.2843 6.2596 -0.0695
H 0.7855 5.2632 -1.0418
H 1.0064 2.7800 -1.1006
H -4.1275 0.2605 -1.5334
H -6.2377 0.1027 -2.8140
H -8.2366 -0.9098 -1.7862
H -8.1447 -1.7354 0.5500
H -6.0303 -1.5256 1.8489
N -0.0077 0.7964 -3.5180
C 1.1350 0.9933 -3.4617
N 2.4258 1.2418 -3.4413
C 3.4271 0.2003 -3.2388
C 4.5238 0.4192 -4.2636
O 5.0673 1.7322 -4.1703
C 4.0758 2.7301 -4.3445
C 2.9594 2.5915 -3.3232
H 2.9634 -0.7780 -3.3522
H 3.8185 0.2841 -2.2224
H 4.1272 0.2580 -5.2767
H 5.3518 -0.2676 -4.0910
H 3.6566 2.6611 -5.3597
H 4.5818 3.6900 -4.2336
H 2.1656 3.3135 -3.5179
H 3.3438 2.7253 -2.3047
C -1.1355 -2.4224 -2.7718
C -2.4438 -2.3193 -3.1857
C -3.5062 -3.1158 -2.6160
C -4.7855 -3.0665 -3.0827
C -5.1586 -2.2051 -4.1425
C -4.1541 -1.3580 -4.6680
C -2.8684 -1.3951 -4.2124
C -6.4950 -2.1365 -4.5983
N -7.5934 -2.0815 -4.9677
H -0.3435 -1.9136 -3.3093
H -0.8496 -3.2147 -2.0854
H -3.2624 -3.7733 -1.7888
H -5.5465 -3.6882 -2.6224
H -4.4207 -0.6548 -5.4509
H -2.1288 -0.7191 -4.6255
*
```

***

# 4
C4H7N3 | ωB97M-V/def2-TZVPD

- max |F| (eV/Å) = 4.869
- frontier orbital gap (eV) = 9.89
- energy above the lowest of the compared OMol25 structures with the same formula, charge and spin (kJ/mol) = 259.3

```
! RIJCOSX wB97M-V def2-TZVPD def2/J DEFGRID3
* xyz 0 1
C 0.1254 0.1561 1.2716
C 0.3889 1.3078 0.3372
N -0.4006 0.9717 -0.8432
C -0.4538 -0.3666 -1.1462
N -0.7707 -0.8658 -2.2720
C -0.0542 -1.0699 0.0945
N 0.2383 -2.2565 0.4214
H 0.4751 -1.5577 1.2357
H -0.8270 0.2487 1.8124
H 0.9224 0.0772 2.0568
H 1.4655 1.3647 0.1124
H 0.0684 2.2660 0.7440
H -0.4284 1.6083 -1.6196
H -0.7494 -1.8841 -2.2052
*
```

***

# 5
C24H34N3O9S2Zr | ωB97M-V/def2-TZVPD

- max |F| (eV/Å) = 0.308
- frontier orbital gap (eV) = 7.54
- energy above the lowest of the compared OMol25 structures with the same formula, charge and spin (kJ/mol) = 0.0

```
! RIJCOSX wB97M-V def2-TZVPD def2/J DEFGRID3
* xyz 3 1
Zr -0.3532 0.8810 -0.4910
C 2.5035 0.8263 0.6554
C 2.9328 1.0417 -0.7756
O 1.7361 0.9906 -1.5976
C 1.7745 1.8789 -2.7411
C 1.1759 3.2066 -2.3385
O -0.0077 2.9747 -1.5293
C -0.4534 4.2133 -0.9280
C -1.4687 3.8591 0.1279
O -0.9502 2.7674 0.9110
C -0.0369 3.1865 1.9533
C 1.0041 2.1045 2.1395
O 1.3521 1.6900 0.7994
H 3.2893 1.1187 1.3520
H 2.2092 -0.2062 0.8660
H 3.6339 0.2756 -1.1077
H 3.3868 2.0271 -0.8835
H 1.2127 1.3978 -3.5342
H 2.8036 2.0125 -3.0740
H 0.9036 3.7880 -3.2207
H 1.8745 3.7886 -1.7319
H -0.8825 4.8607 -1.6940
H 0.4168 4.7123 -0.4954
H -2.3984 3.5061 -0.3130
H -1.6937 4.7165 0.7626
H -0.5953 3.3557 2.8744
H 0.4433 4.1178 1.6512
H 0.6332 1.2467 2.6969
H 1.8873 2.5148 2.6301
O -2.4774 1.0230 -0.5239
C -3.3798 0.7289 0.3242
C -3.1777 0.1584 1.5829
C -4.3066 -0.1073 2.3972
C -4.1130 -0.6663 3.6196
C -2.8319 -0.9857 4.0887
C -1.7210 -0.7386 3.3118
C -1.8698 -0.1660 2.0463
O -0.8187 0.0609 1.2905
N -5.2869 -0.9523 4.4772
O -6.3667 -0.6450 4.0301
O -5.0587 -1.4603 5.5479
H -4.4086 0.9471 0.0251
H -5.3116 0.1248 2.0660
H -2.7413 -1.4333 5.0704
H -0.7313 -0.9976 3.6627
N -3.5011 1.2696 -3.2980
C -2.5514 0.5487 -3.8768
N -2.7862 -0.0048 -5.0569
S -0.9994 0.2887 -3.1782
H -4.3774 1.4594 -3.7602
H -3.3306 1.6659 -2.3901
H -3.6451 0.1480 -5.5648
H -2.0610 -0.5297 -5.5185
C 5.0239 -4.9695 1.6457
C 4.0292 -4.1923 0.8400
C 4.3965 -3.5796 -0.3570
C 3.4651 -2.8941 -1.1207
C 2.1463 -2.8307 -0.6810
C 1.7504 -3.4273 0.5169
C 2.6962 -4.0936 1.2670
S 1.0170 -2.0173 -1.7394
C -0.1594 -3.2954 -2.1279
O 0.1620 -1.1013 -0.7855
H 6.0464 -4.7271 1.3655
H 4.8766 -6.0387 1.4783
H 4.8967 -4.7892 2.7123
H 5.4205 -3.6488 -0.6999
H 3.7557 -2.4393 -2.0608
H 0.7223 -3.3691 0.8532
H 2.4045 -4.5666 2.1962
H -0.5854 -3.6891 -1.2074
H 0.3760 -4.0748 -2.6695
H -0.9204 -2.8459 -2.7629
*
```

***

# 6
C6H10IN3 | ωB97M-V/def2-TZVPD

- max |F| (eV/Å) = 5.201
- frontier orbital gap (spin up / spin down) (eV) = 5.95 / 6.49
- energy above the lowest of the compared OMol25 structures with the same formula, charge and spin (kJ/mol) = 83.8

```
! RIJCOSX wB97M-V def2-TZVPD def2/J DEFGRID3
* xyz 0 3
C 0.2402 2.0214 -1.0310
C 0.3366 1.1276 0.0798
C -1.1494 -1.3242 -1.0116
C 0.4626 -1.0909 1.6361
C 0.3493 -1.4690 -0.8217
C 0.8683 -0.5569 0.2395
N -0.5290 2.9853 -0.6321
N -0.2974 1.6348 1.0692
N -0.7226 2.8078 0.6381
I 3.0866 -0.4001 0.1653
H 0.6062 1.8614 -1.9470
H -1.3278 -0.3787 -1.4335
H -1.7104 -1.3569 -0.0459
H -1.4393 -2.2679 -1.5208
H 0.8288 -2.1373 1.7943
H 0.8776 -0.3922 2.4487
H -0.5900 -0.9994 1.6119
H 0.6397 -1.1438 -1.8911
H 0.7467 -2.4220 -0.5561
H -1.2766 3.5009 1.2078
*
```